[1]
77
Properties=species:S:1:pos:R:3 method="wB97M-V/def2-TZVPD" e_homo_ha="-0.2910 / -0.2910" multiplicity=2 total_charge=0 max_force_ha_per_bohr=0.1863
C -2.0446 -4.4817 2.7762
C 3.0029 3.1818 1.4481
P -2.1684 -2.9124 0.3667
C -3.4065 -1.5416 2.4000
H -0.6823 4.1613 2.3124
H -1.8215 -5.5477 2.8194
H -5.5690 -1.4977 0.8925
F 3.3996 -3.1767 -1.3236
H 3.0075 6.0149 -2.6383
H 0.1444 -5.2593 1.0929
H 3.4955 3.7190 2.2586
C 3.4936 5.4234 0.3971
O 2.4210 -4.8828 -2.5478
C 2.6789 4.9756 -2.6391
H -0.3926 5.9348 -2.2590
F -0.2571 0.8510 1.6535
O 3.9012 -0.3593 2.1917
H -3.1217 -4.4354 2.6155
H 4.4759 5.0377 0.1242
H -3.8078 -5.1795 0.7975
H -3.9027 -5.9353 -0.8532
N 1.9748 -2.4151 -2.9349
C 0.1164 6.1103 0.7339
S 2.9735 -3.5676 -2.7589
Al 0.7232 -0.3274 -1.5685
S 0.7037 -0.1148 2.4223
H 0.3347 6.2726 1.7894
H -2.6526 -2.8482 -2.4514
H 3.3692 5.9582 1.3387
S 2.6913 -1.1693 2.1420
H 0.5697 -3.4217 0.9814
H -3.1191 -0.5214 2.1457
P 1.2849 3.9224 -0.5236
H 3.1636 6.0519 -0.4302
C -3.2771 -5.4213 -0.1234
H -2.0202 -4.5112 -2.5117
C -2.8143 -3.8745 -2.1217
H 2.0759 2.7522 1.8280
H -5.1411 -2.5480 -0.4227
H 0.8436 6.6247 0.1056
N 2.6508 4.1862 0.4474
N -2.7378 -4.0739 -0.6256
N 1.3725 4.8145 -1.9085
C -4.7284 -1.8245 0.2804
C 0.1524 5.0726 -2.6433
F 0.2324 -2.1575 -4.6187
N -3.5605 -2.2750 1.1087
C -0.9053 4.0120 1.2559
N -1.3685 -3.8397 1.6054
H -4.3397 -1.4958 2.9614
H -0.8225 6.6635 0.7576
H -1.8924 4.4500 1.1080
H -2.4896 -5.9839 0.3779
O 1.1940 -4.2380 -4.9071
H -0.4677 4.1767 -2.6146
H 3.4927 4.4225 -2.1703
N 1.4668 -0.5151 1.1860
H 0.4863 -4.2179 2.4479
O -1.3362 -1.9757 -0.3574
C 0.0289 -4.2390 1.4587
H -4.3602 -0.8986 -0.1615
O 1.2949 0.8694 3.3419
H 3.6444 2.3785 1.0860
H -2.6433 -1.9145 3.0830
O 2.4602 -2.1367 3.2038
H -1.6616 -4.1565 3.7435
O -0.3447 -1.0097 2.9016
H -1.1502 3.0009 0.9306
O 1.0461 2.4502 -0.6748
O 4.1476 -3.5192 -3.6614
H 2.6037 4.6282 -3.6695
O 2.3862 -2.2131 -5.6016
S 1.6460 -2.9196 -4.5295
H 0.3390 5.3178 -3.6889
N 0.0671 4.7104 0.4633
H -3.6920 -4.4343 -2.4449
F 3.1417 -2.1567 1.0037

=====

[2]
67
Properties=species:S:1:pos:R:3 method="wB97M-V/def2-TZVPD" e_homo_ha=-0.3495 de_lowest_kcal_mol=194.9 total_charge=0 max_force_ha_per_bohr=0.0819
F -3.3776 19.7668 12.5669
H -9.4080 17.0325 12.7636
F -6.3319 19.1664 6.0326
H -7.3202 16.6793 12.2930
H -2.7140 24.4538 10.2985
H -0.9356 20.1217 16.1390
C -3.2534 14.4878 15.0692
F -4.7320 18.8287 11.0709
H -6.2524 24.4167 13.2891
O -2.8716 13.9953 12.7702
H -0.1479 18.8158 18.2158
H -6.0509 25.1406 14.8163
H -1.7496 19.5571 18.8489
H 0.8753 22.9666 10.6213
C -7.0252 23.2012 14.9018
H -9.5713 21.2521 10.5802
F -4.0124 15.1332 9.0002
C -1.5413 19.3823 16.6629
C -9.8572 16.0926 12.4427
H -7.6701 25.1427 13.9854
H -3.1621 14.2093 11.8806
H -9.8036 20.7903 8.8518
C -1.2118 19.0076 18.0763
H -4.4812 15.2338 13.5363
H -2.4523 23.6455 11.6376
H -7.5629 22.5112 9.7784
O 0.0262 22.5218 10.6741
H -2.2156 14.3418 15.3687
H -0.3771 23.7468 9.1591
K -0.3952 18.3383 10.4309
H -3.6751 15.2098 15.7684
O -8.0323 20.1403 9.6981
F -5.4287 20.6864 11.9896
H -9.2612 23.1662 9.4296
F -5.4206 18.8668 13.1437
C -8.5170 22.3867 9.2663
H -10.4838 15.5655 13.1622
C -3.4429 14.9279 13.6649
H -7.4993 21.7826 13.6497
H -1.5741 22.5608 9.5192
F -4.4313 19.2140 4.9313
H -2.8340 15.8155 13.4933
H -1.3928 25.0756 11.1706
B -5.0765 19.6679 6.0270
H -8.9798 14.6105 11.2306
H -8.1583 22.3890 8.2370
C -0.9276 23.3025 9.9883
F -4.3076 19.2290 7.0997
O -2.8458 19.8015 16.5931
F -5.1320 21.0791 6.0323
H -3.8217 13.5632 15.1703
O -7.9721 22.4300 14.1780
O -7.6294 16.1151 11.5804
C -8.6841 15.3023 12.0194
H -7.4436 23.3165 15.9016
C -1.8458 24.1301 10.8725
H -8.3786 14.7172 12.8868
C -9.0837 21.0607 9.6243
H -1.7351 18.4579 16.1187
B -4.7377 19.5994 12.2159
H -7.3720 20.6634 10.1585
Ca -6.4176 17.0852 8.3609
H -3.0560 20.0065 15.6791
H -10.4543 16.2599 11.5463
H -6.1273 22.6291 15.1354
C -6.7750 24.5720 14.2329
H -1.6418 18.0158 18.2160

=====

[3]
61
Properties=species:S:1:pos:R:3 method="wB97M-V/def2-TZVPD" e_homo_ha=-0.1670 de_lowest_kcal_mol=102.5 total_charge=-1 max_force_ha_per_bohr=0.0913
H -5.5138 1.3571 -0.1818
C 2.6334 2.1154 -0.7571
C -3.1259 -0.1033 -2.1167
H -0.7775 -1.5955 -1.8219
C -3.4067 1.2180 0.1326
H 0.7208 -0.5069 4.9159
H 4.6009 2.3019 0.0026
O 2.7508 0.5209 3.3113
H -4.6959 -0.7470 -0.7557
O 1.1390 -0.1854 1.4072
H 3.7990 -0.0807 -3.5497
H -1.4173 -2.8912 1.8732
H 2.6480 3.1469 -1.1092
S 1.3713 0.3584 2.7601
H -1.1687 -2.4993 0.1084
O -1.0121 0.2768 -0.3429
H -1.8594 -0.3590 3.8281
O 1.2183 0.0840 -1.7237
B 1.8252 -2.9937 -1.0497
C 0.2063 -0.4607 3.9561
H 0.1946 -2.5947 1.1813
H 3.9920 0.8328 0.1695
H -2.9050 0.2550 -3.1221
H -0.7546 -3.4406 -2.0929
B -0.8546 -2.3484 1.1296
H 5.6106 0.6422 -1.7137
H -3.1684 2.1274 0.6841
H -0.9897 -1.3202 1.4275
H -1.5166 2.4622 3.7792
H 0.6265 2.5846 2.1295
H 0.7556 2.3179 4.0350
H 2.0423 2.0829 0.1581
H 0.0328 -1.4440 3.5188
H 1.8183 -2.7948 -2.1102
S 2.0639 1.1480 -2.2404
H 0.9079 -3.4002 -0.6527
H -1.2049 0.7268 5.1107
C -1.0647 0.3343 4.1035
H -1.6449 -2.4636 -3.1901
O -1.8023 2.2640 -1.6435
C 3.7403 0.3391 -2.5455
C 4.0587 1.5862 -0.6154
C 4.7288 1.2515 -1.9119
B -0.8228 -2.4403 -2.4916
H 2.6227 -3.7022 -0.8870
C -4.6146 1.2613 -0.7905
H -3.3842 0.4201 0.8749
H -1.6012 1.3860 2.4073
C -4.5855 -0.0148 -1.5555
O 1.7157 1.9661 -3.3551
Mg 0.2534 -1.5905 -0.4114
C -1.0153 1.6242 3.2951
H -2.8763 -1.1577 -1.9975
H -4.4609 2.2343 -1.2572
H -5.3614 -0.1693 -2.3053
H 0.0711 -2.2529 -3.0661
H 3.8027 -0.5762 -1.9568
C 0.4895 1.9874 3.0310
H 5.1275 2.0514 -2.5360
S -2.0636 1.0058 -1.0211
H 2.1009 -2.1380 -0.4530

=====

[4]
60
Properties=species:S:1:pos:R:3 method="wB97M-V/def2-TZVPD" e_homo_ha=-0.4540 total_charge=+1 max_force_ha_per_bohr=0.0187
H 2.9527 2.2833 -2.0716
H 0.2497 -1.8177 0.2513
C 0.9351 -0.9394 -2.1819
C -1.6976 -2.6278 -0.3883
H 1.3515 -3.8221 4.1453
H 2.7866 3.4864 0.1346
O -1.7596 2.9253 -1.6235
H -3.0824 -3.3682 1.8958
H 2.4084 3.7399 -2.8959
C 0.7002 -2.9662 3.9859
H -2.9689 2.3459 -3.1450
H -0.6400 2.5247 -4.0425
O 1.1914 -0.5928 -3.3021
H -0.9761 -1.9871 4.9347
H -2.1375 -2.4865 -1.3741
H -2.7669 0.9292 -1.0134
C -0.3134 -2.8419 5.1055
Cl -1.3645 -0.1227 1.5273
H 1.1920 -2.9976 -2.0599
H -0.5066 -2.4374 2.5439
B -3.9619 -0.5316 -0.3173
H -5.8724 -0.5352 -0.5637
H 0.2222 -3.5045 -0.1154
H 3.9681 3.7292 -2.0550
H -3.1669 -0.0913 -2.1912
H 2.3423 1.5935 1.7079
N -3.2155 -2.3676 1.9695
H 3.1688 -0.8701 0.3164
H 3.6636 -1.7638 1.7643
H -0.6407 4.2544 -3.7157
H -2.9842 4.0831 -2.8290
C 2.2510 3.8476 -0.7476
H -1.7320 3.5939 -4.9416
O 3.2455 1.5735 1.3780
H 2.2235 4.9345 -0.7064
C 3.8764 0.3962 1.8887
N -3.5484 0.3657 -1.3668
C 3.1745 -0.8575 1.4052
H -0.9305 -3.7390 5.1621
H -2.0098 -3.6181 -0.0591
C -1.2792 3.4058 -3.9677
C 0.3786 -2.3019 -1.8688
H 1.3266 -2.0704 3.9322
H 0.8663 2.4570 -0.7187
O 0.8857 3.4162 -0.6914
C -0.1533 -2.5413 -0.4444
C 2.9378 3.3766 -2.0150
H 2.1329 -0.8721 1.7420
P -2.5740 -1.4904 0.7215
H 4.9023 0.4228 1.5284
H -3.0026 -2.0409 2.9031
H 3.9016 0.4353 2.9819
H -1.2089 3.6795 -1.3809
H 0.1784 -2.6976 6.0666
O -5.2038 -0.7868 0.0912
H 1.8127 0.4946 -1.3734
O 0.0714 -3.1850 2.7161
O 1.1261 -0.1410 -1.1111
C -2.3404 3.2020 -2.9028
H -0.3864 -2.4825 -2.6183

=====

| no. | energy (eV) |
| --- | --- |
| 1 | -124803.10311 |
| 2 | -85895.43549 |
| 3 | -65285.69784 |
| 4 | -52824.72160 |